1.
{"formula": "C46H76GeN6O2P3SiTi", "method": "ωB97M-V/def2-TZVPD", "mol_weight_g_mol": 986.64, "homo_lumo_gap_ev": 7.03, "total_charge": 1, "e_tot_ev": -177343.519, "elements": ["Ti", "C", "C", "C", "P", "C", "N", "Ge", "N", "C", "P", "C", "C", "C", "C", "C", "C", "C", "C", "C", "C", "C", "C", "N", "C", "C", "C", "C", "C", "C", "C", "C", "C", "C", "C", "C", "N", "C", "P", "C", "C", "C", "C", "C", "C", "C", "C", "C", "H", "H", "H", "H", "H", "H", "H", "H", "H", "H", "H", "H", "H", "H", "H", "H", "H", "H", "H", "H", "H", "H", "H", "H", "H", "H", "H", "H", "H", "H", "H", "H", "H", "H", "H", "H", "H", "H", "H", "H", "H", "H", "H", "H", "H", "H", "H", "H", "H", "H", "H", "H", "H", "H", "H", "H", "H", "H", "H", "H", "C", "C", "N", "O", "C", "C", "N", "O", "H", "H", "H", "H", "H", "H", "H", "C", "Si", "C", "C", "H", "H", "H", "H", "H", "H", "H", "H", "H"], "coordinates": [[-1.138, 0.051, 0.347], [-1.083, -4.607, -1.234], [-1.044, -4.400, 0.281], [-0.152, -5.481, 0.896], [-0.601, -2.651, 0.855], [1.236, -2.798, 0.620], [2.067, -1.621, 0.463], [1.392, 0.157, -0.042], [1.741, 1.629, 1.355], [0.796, 2.673, 1.682], [-0.518, 2.770, 0.387], [0.380, 3.630, -1.025], [-0.510, 4.648, -1.745], [1.732, 4.255, -0.686], [-1.649, 4.091, 1.085], [-2.539, 3.478, 2.170], [-0.941, 5.352, 1.597], [2.998, 1.695, 1.926], [3.302, 2.362, 3.114], [4.582, 2.293, 3.644], [5.566, 1.549, 3.015], [5.279, 0.898, 1.822], [4.015, 0.992, 1.270], [3.626, 0.461, -0.028], [4.191, -0.856, -0.284], [5.459, -1.061, -0.792], [5.962, -2.351, -0.907], [5.178, -3.416, -0.503], [3.887, -3.216, -0.034], [3.358, -1.925, 0.068], [3.887, 1.385, -1.120], [4.975, 2.231, -1.195], [5.178, 3.001, -2.335], [4.286, 2.906, -3.389], [3.169, 2.085, -3.301], [2.943, 1.321, -2.154], [1.838, 0.525, -1.935], [0.786, 0.616, -2.915], [-0.767, -0.232, -2.382], [-1.972, 0.492, -3.609], [-2.505, 1.829, -3.085], [-1.415, 0.665, -5.022], [-0.459, -2.014, -2.926], [0.930, -2.304, -3.495], [-1.533, -2.596, -3.847], [-0.930, -2.863, 2.712], [0.280, -3.215, 3.576], [-2.131, -3.768, 3.009], [-1.346, -5.647, -1.437], [-0.106, -4.431, -1.691], [-1.829, -3.981, -1.721], [-2.062, -4.542, 0.648], [0.829, -5.502, 0.420], [-0.616, -6.454, 0.725], [-0.013, -5.368, 1.967], [1.313, -3.409, -0.293], [1.607, -3.403, 1.451], [1.313, 3.634, 1.743], [0.286, 2.516, 2.646], [0.572, 2.811, -1.717], [-0.537, 5.592, -1.202], [-1.534, 4.297, -1.869], [-0.100, 4.856, -2.735], [1.618, 5.136, -0.051], [2.214, 4.569, -1.614], [2.406, 3.547, -0.205], [-2.296, 4.366, 0.249], [-1.948, 3.192, 3.043], [-3.055, 2.601, 1.787], [-3.285, 4.204, 2.497], [0.021, 5.139, 2.059], [-1.559, 5.830, 2.358], [-0.780, 6.078, 0.802], [2.531, 2.918, 3.632], [4.800, 2.814, 4.567], [6.557, 1.480, 3.441], [6.046, 0.317, 1.330], [6.055, -0.218, -1.114], [6.957, -2.510, -1.299], [5.560, -4.427, -0.566], [3.305, -4.079, 0.258], [5.662, 2.304, -0.362], [6.038, 3.654, -2.397], [4.448, 3.483, -4.290], [2.481, 2.039, -4.135], [1.104, 0.171, -3.861], [0.517, 1.657, -3.144], [-2.801, -0.220, -3.634], [-1.754, 2.608, -3.226], [-2.762, 1.780, -2.027], [-3.394, 2.128, -3.644], [-0.723, 1.507, -5.067], [-2.236, 0.879, -5.709], [-0.896, -0.221, -5.385], [-0.515, -2.535, -1.971], [1.052, -1.903, -4.502], [1.057, -3.387, -3.570], [1.726, -1.914, -2.857], [-1.454, -2.183, -4.852], [-2.545, -2.424, -3.482], [-1.391, -3.676, -3.926], [-1.253, -1.880, 3.022], [0.663, -4.220, 3.397], [-0.022, -3.167, 4.625], [1.086, -2.499, 3.433], [-1.909, -4.826, 2.875], [-2.990, -3.502, 2.387], [-2.424, -3.626, 4.051], [-1.888, 0.604, 4.463], [-2.019, 0.333, 2.992], [-0.904, 0.217, 2.190], [0.264, -0.095, 2.884], [-3.216, 0.154, 2.381], [-4.525, 0.395, 3.081], [-3.174, -0.267, 1.024], [-2.717, 0.765, 0.092], [-2.359, -0.192, 5.039], [-2.383, 1.543, 4.719], [-0.841, 0.660, 4.743], [0.946, 0.512, 2.506], [-4.855, -0.481, 3.643], [-5.308, 0.654, 2.366], [-4.435, 1.222, 3.785], [-5.662, -2.008, 1.352], [-4.601, -0.993, 0.178], [-3.797, -2.183, -1.037], [-5.550, 0.410, -0.642], [-6.136, -2.816, 0.790], [-6.459, -1.413, 1.798], [-5.086, -2.461, 2.161], [-4.480, -2.438, -1.851], [-3.535, -3.110, -0.523], [-2.888, -1.758, -1.460], [-6.626, 0.232, -0.634], [-5.236, 0.541, -1.679], [-5.353, 1.351, -0.126]]}

=====

2.
{"formula": "C46H77NO10S2", "method": "ωB97M-V/def2-TZVPD", "mol_weight_g_mol": 868.25, "homo_lumo_gap_ev": 6.46, "total_charge": 0, "e_tot_ev": -92564.127, "elements": ["C", "C", "C", "C", "C", "C", "C", "C", "N", "C", "C", "C", "C", "C", "C", "C", "C", "C", "S", "S", "C", "C", "C", "C", "C", "C", "C", "C", "C", "C", "O", "C", "C", "C", "O", "H", "H", "H", "H", "H", "H", "H", "H", "H", "H", "H", "H", "H", "H", "H", "H", "H", "H", "H", "H", "H", "H", "H", "H", "H", "H", "H", "H", "H", "H", "H", "H", "H", "H", "H", "H", "H", "H", "H", "H", "H", "H", "H", "H", "H", "C", "C", "O", "C", "C", "O", "H", "H", "H", "H", "H", "H", "H", "H", "C", "C", "O", "C", "C", "O", "H", "H", "H", "H", "H", "H", "H", "H", "C", "C", "O", "C", "C", "O", "H", "H", "H", "H", "H", "H", "H", "H", "C", "C", "O", "C", "C", "O", "H", "H", "H", "H", "H", "H", "H", "H"], "coordinates": [[-3.972, -1.761, 3.250], [-4.766, -0.320, 3.358], [-3.830, 0.973, 2.859], [-4.055, 1.289, 1.232], [-2.935, 0.375, 0.398], [-3.657, -0.507, -0.779], [-3.976, 0.301, -2.167], [-2.811, 1.345, -2.656], [-1.670, 0.705, -3.414], [-0.511, 0.315, -2.524], [-0.451, -1.319, -2.190], [0.598, -1.990, -3.252], [1.124, -3.493, -2.871], [0.726, -4.024, -1.376], [-0.815, -4.546, -1.196], [-1.566, -5.016, -2.573], [-0.983, -6.510, -3.022], [-1.203, 1.525, -4.594], [-0.658, 0.641, -5.977], [-1.108, 3.389, -4.712], [0.156, 4.112, -3.518], [0.534, 5.681, -3.872], [1.739, 6.293, -2.889], [2.099, 5.234, -1.668], [3.397, 4.215, -1.811], [3.647, 3.163, -0.571], [2.638, 3.154, 0.723], [1.335, 4.194, 0.854], [1.072, 5.251, -0.371], [0.362, 4.059, 2.207], [-0.189, 5.114, 2.819], [0.178, 2.491, 2.759], [1.364, 1.552, 2.641], [2.812, 2.077, 1.989], [4.010, 1.692, 2.474], [-4.610, -2.667, 3.685], [-2.951, -1.672, 3.815], [-3.849, -2.004, 2.093], [-5.013, -0.176, 4.516], [-5.780, -0.359, 2.736], [-2.720, 0.652, 3.099], [-4.032, 1.936, 3.525], [-5.158, 0.891, 1.008], [-3.983, 2.435, 0.979], [-1.996, 0.987, 0.063], [-2.538, -0.412, 1.204], [-4.716, -0.841, -0.339], [-3.045, -1.500, -0.907], [-4.117, -0.512, -3.020], [-4.980, 0.896, -2.091], [-2.407, 2.059, -1.789], [-3.341, 2.089, -3.425], [0.479, 0.591, -3.131], [-0.500, 0.945, -1.539], [-0.145, -1.395, -1.063], [-1.517, -1.730, -2.445], [1.530, -1.294, -3.520], [0.006, -2.097, -4.283], [0.843, -4.249, -3.749], [2.317, -3.443, -2.898], [0.929, -3.223, -0.527], [1.434, -4.945, -1.103], [-0.778, -5.501, -0.487], [-1.454, -3.741, -0.592], [-2.707, -5.212, -2.289], [-1.531, -4.227, -3.440], [-0.257, -6.977, -2.230], [-0.416, -6.377, -4.053], [-1.895, -7.244, -3.251], [-0.278, 3.954, -2.439], [1.164, 3.496, -3.687], [0.896, 5.812, -4.997], [-0.386, 6.397, -3.728], [1.373, 7.309, -2.386], [2.708, 6.575, -3.510], [4.052, 4.262, -2.788], [4.554, 2.430, -0.669], [0.180, 6.013, -0.362], [-0.827, 2.071, 3.189], [1.232, 0.430, 2.996], [7.149, 8.513, -5.640], [6.126, 8.030, -4.632], [5.312, 6.980, -5.189], [5.630, 5.667, -5.156], [7.041, 5.276, -4.825], [4.802, 4.817, -5.472], [7.847, 7.718, -5.916], [7.722, 9.352, -5.235], [6.656, 8.836, -6.562], [6.580, 7.720, -3.686], [5.444, 8.853, -4.390], [7.634, 5.252, -5.742], [7.028, 4.275, -4.382], [7.512, 5.926, -4.089], [0.145, -3.029, 7.386], [-1.070, -3.748, 6.835], [-1.230, -3.481, 5.428], [-0.642, -4.196, 4.443], [0.497, -5.108, 4.796], [-0.978, -4.036, 3.273], [1.068, -3.381, 6.916], [0.226, -3.184, 8.466], [0.078, -1.955, 7.188], [-1.049, -4.823, 7.034], [-1.969, -3.361, 7.326], [1.434, -4.549, 4.757], [0.533, -5.917, 4.059], [0.385, -5.588, 5.766], [-6.783, 3.379, 7.513], [-6.320, 2.079, 6.886], [-5.633, 1.259, 7.851], [-6.241, 0.380, 8.679], [-7.729, 0.472, 8.859], [-5.579, -0.421, 9.331], [-7.506, 3.203, 8.313], [-7.247, 4.024, 6.762], [-5.937, 3.911, 7.961], [-7.135, 1.528, 6.407], [-5.593, 2.300, 6.097], [-7.952, 1.172, 9.668], [-8.106, -0.519, 9.130], [-8.260, 0.761, 7.954], [6.523, -7.022, -4.589], [6.208, -7.218, -3.119], [5.577, -6.046, -2.569], [4.246, -5.813, -2.590], [3.386, -6.630, -3.511], [3.763, -4.896, -1.932], [5.614, -6.876, -5.179], [7.059, -7.889, -4.987], [7.141, -6.130, -4.732], [5.610, -8.114, -2.933], [7.144, -7.353, -2.567], [3.344, -6.147, -4.490], [2.376, -6.676, -3.091], [3.718, -7.662, -3.614]]}

=====

3.
{"formula": "C46H77NO17", "method": "ωB97M-V/def2-TZVPD", "mol_weight_g_mol": 916.11, "homo_lumo_gap_ev": 8.12, "total_charge": 0, "e_tot_ev": -85247.840, "elements": ["C", "H", "H", "H", "C", "H", "C", "C", "C", "C", "C", "C", "C", "O", "C", "C", "H", "H", "C", "H", "C", "C", "O", "H", "H", "H", "C", "H", "C", "C", "H", "H", "H", "H", "C", "C", "C", "O", "O", "H", "H", "H", "O", "H", "O", "C", "O", "C", "C", "H", "H", "H", "H", "C", "H", "C", "N", "C", "H", "H", "H", "C", "H", "H", "H", "C", "O", "H", "H", "H", "O", "C", "O", "C", "C", "H", "H", "H", "C", "H", "O", "H", "C", "C", "H", "H", "H", "O", "H", "C", "H", "H", "H", "H", "H", "C", "H", "H", "H", "H", "H", "H", "C", "H", "H", "H", "H", "H", "C", "H", "H", "O", "C", "O", "C", "C", "H", "H", "H", "C", "O", "H", "C", "O", "C", "H", "H", "H", "C", "O", "C", "H", "H", "H", "H", "H", "H", "H", "H", "H", "H"], "coordinates": [[-1.564, 6.585, 4.174], [-0.858, 7.371, 3.914], [-2.194, 6.390, 3.309], [-2.196, 6.941, 4.983], [-0.828, 5.320, 4.597], [-1.543, 4.538, 4.852], [0.096, 4.808, 3.496], [0.969, 3.600, 3.915], [2.202, 4.090, 4.620], [3.294, 4.561, 4.030], [3.474, 4.708, 2.579], [3.744, 3.746, 1.692], [3.842, 2.315, 2.006], [3.491, 1.830, 3.063], [4.423, 1.433, 0.905], [3.551, 1.465, -0.359], [3.871, 0.661, -1.027], [3.713, 2.408, -0.884], [2.053, 1.310, -0.061], [1.770, 2.107, 0.632], [1.794, -0.029, 0.639], [0.360, -0.445, 0.676], [0.005, -1.602, 0.681], [-0.376, 0.360, 0.774], [2.382, -0.831, 0.187], [2.096, 0.062, 1.688], [1.227, 1.480, -1.365], [1.929, 1.492, -2.211], [0.426, 2.814, -1.409], [1.384, 4.000, -1.444], [2.134, 3.843, -2.216], [0.860, 4.923, -1.673], [1.881, 4.137, -0.489], [-0.136, 2.803, -2.353], [-0.621, 2.872, -0.273], [-1.157, 4.287, 0.062], [-0.321, 4.919, 1.156], [0.565, 5.716, 0.981], [-0.681, 4.440, 2.345], [-2.168, 4.150, 0.451], [-1.179, 4.932, -0.815], [-0.178, 2.474, 0.644], [-1.691, 2.000, -0.540], [-2.178, 2.313, -1.312], [0.352, 0.375, -1.561], [0.215, -0.035, -2.908], [1.327, -0.732, -3.362], [1.503, -2.012, -2.761], [2.801, -2.575, -3.325], [3.636, -1.957, -3.007], [2.760, -2.557, -4.410], [2.952, -3.591, -2.973], [1.601, -1.884, -1.672], [0.269, -2.916, -2.966], [0.436, -3.850, -2.416], [-0.954, -2.198, -2.349], [-2.140, -3.044, -2.375], [-2.928, -2.951, -1.160], [-3.691, -3.729, -1.186], [-2.290, -3.122, -0.296], [-3.427, -1.977, -1.055], [-2.988, -2.896, -3.545], [-3.539, -1.946, -3.550], [-3.710, -3.714, -3.548], [-2.379, -2.959, -4.443], [-1.102, -0.824, -3.030], [-2.159, -0.060, -2.515], [-1.916, 0.211, -1.615], [-1.300, -0.965, -4.096], [-0.707, -2.027, -1.298], [0.000, -3.224, -4.326], [0.501, -4.446, -4.816], [0.352, -5.516, -3.929], [-1.010, -5.941, -3.764], [-1.041, -6.922, -2.601], [-0.332, -7.729, -2.766], [-0.781, -6.404, -1.683], [-2.038, -7.342, -2.512], [-1.555, -6.558, -5.088], [-2.557, -6.157, -5.274], [-1.695, -7.953, -5.034], [-0.845, -8.329, -5.314], [-0.614, -6.187, -6.264], [-1.291, -6.472, -7.602], [-0.563, -6.374, -8.403], [-2.110, -5.779, -7.767], [-1.676, -7.488, -7.603], [0.526, -7.030, -6.194], [0.971, -6.838, -5.355], [-0.217, -4.709, -6.153], [-1.114, -4.091, -6.190], [0.430, -4.435, -6.986], [-1.605, -5.061, -3.506], [1.590, -4.383, -4.963], [0.156, 0.853, -3.558], [5.861, 1.850, 0.589], [5.903, 2.865, 0.199], [6.474, 1.801, 1.486], [6.285, 1.180, -0.155], [4.442, 0.414, 1.303], [3.930, 4.024, 0.665], [3.466, 5.737, 2.232], [4.461, 5.092, 4.815], [4.663, 6.128, 4.545], [5.353, 4.508, 4.590], [4.265, 5.034, 5.881], [2.161, 4.077, 5.700], [1.268, 3.097, 2.991], [0.277, 2.570, 4.828], [0.190, 2.971, 5.841], [0.920, 1.682, 4.853], [-1.050, 2.199, 4.503], [-1.229, 1.414, 3.348], [-0.362, 0.325, 3.299], [-0.762, -0.739, 4.161], [0.424, -1.675, 4.338], [1.257, -1.135, 4.780], [0.141, -2.502, 4.982], [0.733, -2.070, 3.375], [-2.003, -1.452, 3.574], [-1.688, -2.546, 2.757], [-1.151, -2.247, 2.003], [-2.909, -0.434, 2.833], [-4.272, -0.740, 3.023], [-4.734, -1.812, 2.232], [-5.778, -1.956, 2.503], [-4.660, -1.569, 1.166], [-4.170, -2.728, 2.427], [-2.723, 1.008, 3.321], [-3.461, 1.826, 2.451], [-3.785, 3.091, 2.976], [-4.322, 2.995, 3.927], [-4.433, 3.565, 2.241], [-2.890, 3.700, 3.132], [-3.121, 1.086, 4.344], [-2.667, -0.455, 1.759], [-2.584, -1.875, 4.402], [-1.042, -0.305, 5.132], [-1.009, 2.007, 2.450], [0.768, 5.617, 3.177], [-0.211, 5.528, 5.473]]}